The following is a DFT calculation (ωB97M-V/def2-TZVPD) of a cluster of 9 separate species, C63H143N9O10 in total at a distorted geometry.

Last column: Löwdin charge in e.
Atoms and positions in Å:
O1 40.128 -34.342 -25.929  -0.02
O2 34.956 -39.075 -22.678  -0.17
O3 31.677 -48.109 -24.234  -0.19
O4 31.614 -42.847 -24.997  -0.21
O5 28.084 -33.047 -27.646  -0.20
O6 30.787 -37.870 -21.971  -0.02
O7 31.952 -37.327 -26.757  -0.02
O8 24.617 -42.785 -27.670  -0.02
O9 40.335 -37.265 -26.295  -0.24
O10 37.589 -36.054 -32.944  -0.03
N1 39.079 -33.435 -25.978  -0.13
N2 32.457 -37.524 -28.035  -0.12
N3 38.505 -39.291 -26.916  0.05
N4 26.684 -30.603 -27.123  0.03
N5 24.916 -42.064 -28.799  -0.13
N6 30.256 -45.839 -25.723  -0.03
N7 34.678 -36.218 -20.184  0.03
N8 38.716 -36.507 -32.235  -0.12
N9 29.875 -37.358 -23.030  -0.07
C1 31.410 -38.022 -28.956  -0.46
C2 34.757 -37.053 -27.289  -0.03
C3 32.650 -42.183 -25.677  -0.14
C4 33.744 -39.671 -22.610  -0.14
C5 28.446 -35.412 -23.817  -0.15
C6 26.684 -32.941 -28.050  -0.19
C7 29.695 -44.502 -25.615  -0.23
C8 24.139 -44.031 -30.309  -0.02
C9 26.614 -40.981 -30.199  -0.14
C10 24.497 -41.702 -31.309  -0.14
C11 37.592 -35.006 -24.836  -0.04
C12 33.474 -38.951 -30.475  -0.10
C13 39.903 -38.140 -25.294  -0.19
C14 35.171 -38.227 -21.576  -0.19
C15 28.397 -37.740 -24.953  -0.07
C16 30.847 -39.362 -28.392  -0.02
C17 25.992 -41.497 -31.485  -0.22
C18 41.761 -37.106 -26.438  -0.07
C19 33.958 -39.491 -27.443  -0.03
C20 34.282 -36.969 -21.355  -0.44
C21 32.316 -47.210 -25.053  -0.28
C22 39.072 -37.938 -32.365  -0.47
C23 40.605 -37.464 -30.278  -0.18
C24 38.014 -38.851 -31.804  -0.02
C25 39.295 -38.192 -33.863  -0.06
C26 33.874 -38.067 -28.046  -0.46
C27 31.577 -45.896 -25.088  -0.21
C28 25.931 -31.950 -27.155  -0.38
C29 22.646 -42.042 -29.658  -0.05
C30 36.879 -32.799 -25.105  -0.14
C31 30.293 -35.045 -22.167  -0.04
C32 39.425 -32.092 -26.618  -0.48
C33 31.991 -49.552 -24.439  -0.06
C34 40.160 -35.983 -30.315  -0.14
C35 38.886 -33.242 -23.459  -0.01
C36 38.476 -38.640 -25.670  -0.44
C37 32.033 -38.202 -30.319  -0.14
C38 24.112 -42.473 -30.008  -0.42
C39 28.164 -36.309 -21.487  -0.04
C40 37.752 -35.943 -29.977  -0.03
C41 24.474 -31.652 -27.577  -0.06
C42 26.397 -41.764 -28.849  -0.42
C43 28.245 -39.215 -22.729  -0.02
C44 30.159 -39.424 -24.377  -0.04
C45 37.865 -39.589 -24.599  -0.04
C46 30.491 -43.265 -25.905  -0.16
C47 38.144 -33.558 -24.832  -0.47
C48 27.248 -43.110 -28.978  -0.01
C49 27.632 -36.417 -24.586  -0.18
C50 34.225 -35.932 -22.449  -0.05
C51 37.103 -31.405 -25.771  -0.17
C52 40.481 -38.130 -31.601  -0.13
C53 40.217 -32.244 -27.911  -0.04
C54 26.872 -40.846 -27.652  -0.01
C55 38.893 -34.138 -31.418  -0.03
C56 38.085 -31.403 -26.940  -0.14
C57 30.274 -36.924 -29.240  -0.02
C58 40.301 -31.265 -25.674  -0.04
C59 29.173 -38.444 -23.729  -0.46
C60 34.403 -38.118 -29.486  -0.15
C61 28.949 -33.526 -28.602  -0.15
C62 38.847 -35.617 -30.970  -0.47
C63 29.273 -36.107 -22.673  -0.44
H1 28.480 -34.200 -29.318  0.08
H2 28.012 -34.420 -23.688  0.13
H3 34.396 -37.082 -29.826  0.11
H4 33.579 -39.419 -26.424  0.07
H5 33.465 -35.163 -22.309  0.07
H6 36.070 -31.135 -25.992  0.11
H7 37.438 -30.640 -25.070  0.10
H8 26.329 -33.965 -27.927  0.12
H9 30.947 -34.643 -22.941  0.07
H10 36.921 -40.076 -24.846  0.07
H11 33.434 -40.337 -27.888  0.05
H12 39.587 -39.201 -34.154  0.08
H13 29.168 -44.377 -24.669  0.12
H14 27.627 -30.712 -26.778  0.05
H15 32.052 -37.338 -30.984  0.11
H16 23.699 -44.311 -31.266  0.08
H17 27.861 -40.053 -23.310  0.07
H18 27.200 -43.423 -27.936  0.06
H19 41.659 -37.472 -29.998  0.11
H20 36.447 -32.483 -24.155  0.12
H21 32.397 -47.596 -26.069  0.12
H22 33.792 -40.631 -23.123  0.09
H23 42.079 -36.650 -27.375  0.08
H24 39.790 -34.012 -32.024  0.08
H25 38.235 -30.396 -27.329  0.12
H26 29.679 -34.182 -28.128  0.07
H27 42.342 -38.006 -26.238  0.09
H28 24.388 -42.369 -32.164  0.11
H29 37.592 -38.377 -30.918  0.06
H30 35.179 -38.763 -20.627  0.12
H31 37.787 -37.811 -25.830  0.11
H32 27.340 -38.722 -22.373  0.06
H33 40.597 -39.201 -31.438  0.11
H34 33.438 -39.974 -21.609  0.10
H35 39.118 -33.472 -30.586  0.06
H36 29.366 -32.741 -29.234  0.09
H37 26.097 -40.022 -30.150  0.11
H38 32.841 -42.567 -26.679  0.08
H39 34.634 -37.006 -26.207  0.07
H40 35.792 -37.364 -27.426  0.07
H41 28.905 -44.473 -26.366  0.11
H42 36.790 -35.111 -24.106  0.07
H43 24.500 -31.191 -28.564  0.08
H44 26.578 -32.683 -29.104  0.12
H45 26.132 -40.894 -32.382  0.11
H46 38.481 -39.610 -31.176  0.08
H47 41.265 -37.843 -32.303  0.11
H48 38.882 -32.181 -23.211  0.07
H49 29.783 -40.239 -24.994  0.07
H50 36.164 -37.839 -21.801  0.12
H51 41.004 -35.447 -30.749  0.12
H52 35.096 -35.285 -22.345  0.06
H53 33.321 -47.154 -24.635  0.12
H54 27.651 -38.489 -25.219  0.10
H55 37.261 -35.326 -25.824  0.08
H56 26.818 -36.533 -23.870  0.10
H57 40.003 -31.381 -28.541  0.09
H58 24.246 -42.140 -27.063  0.10
H59 34.626 -36.028 -27.638  0.09
H60 37.380 -39.317 -32.559  0.09
H61 23.941 -31.070 -26.825  0.07
H62 32.342 -45.328 -25.617  0.11
H63 31.346 -50.118 -23.767  0.08
H64 39.916 -33.181 -28.380  0.06
H65 33.010 -49.855 -24.200  0.08
H66 30.986 -43.489 -26.850  0.12
H67 27.027 -36.031 -25.407  0.10
H68 29.673 -36.490 -28.440  0.05
H69 38.434 -35.629 -24.533  0.07
H70 26.693 -39.812 -27.949  0.07
H71 37.753 -39.089 -23.638  0.06
H72 31.685 -49.938 -25.411  0.08
H73 28.481 -36.975 -20.685  0.07
H74 30.557 -39.375 -27.341  0.06
H75 23.780 -44.624 -29.467  0.08
H76 27.655 -40.660 -30.215  0.11
H77 31.953 -36.371 -26.672  0.10
H78 40.179 -37.676 -24.347  0.13
H79 40.099 -37.603 -34.304  0.08
H80 33.548 -42.069 -25.069  0.09
H81 26.034 -32.491 -26.215  0.13
H82 22.449 -40.981 -29.501  0.08
H83 39.909 -33.611 -23.384  0.08
H84 40.103 -38.080 -29.532  0.10
H85 39.240 -39.974 -26.801  0.08
H86 34.337 -36.429 -23.412  0.07
H87 40.838 -30.489 -26.220  0.08
H88 38.023 -35.536 -33.626  0.10
H89 35.004 -39.774 -27.324  0.09
H90 21.962 -42.243 -30.483  0.07
H91 37.510 -34.920 -29.690  0.08
H92 42.073 -36.409 -25.660  0.08
H93 25.177 -44.313 -30.482  0.05
H94 27.281 -36.911 -21.698  0.04
H95 30.853 -39.966 -23.735  0.08
H96 29.587 -37.324 -29.985  0.08
H97 40.622 -38.957 -25.334  0.11
H98 35.391 -38.539 -29.671  0.10
H99 39.097 -38.616 -27.379  0.04
H100 31.622 -37.671 -22.401  0.05
H101 30.972 -35.383 -21.385  0.07
H102 36.850 -36.259 -30.502  0.07
H103 27.947 -40.945 -27.498  0.06
H104 29.896 -39.603 -28.867  0.06
H105 41.299 -32.301 -27.795  0.09
H106 26.845 -43.810 -29.710  0.05
H107 31.370 -38.908 -30.819  0.11
H108 26.465 -42.352 -31.968  0.10
H109 29.636 -46.584 -25.438  0.11
H110 39.947 -30.771 -24.769  0.07
H111 26.961 -30.342 -28.059  0.05
H112 33.309 -37.347 -21.044  0.12
H113 28.280 -42.967 -29.298  0.08
H114 31.524 -40.204 -28.534  0.06
H115 39.669 -34.937 -26.527  0.08
H116 37.894 -36.549 -29.083  0.08
H117 26.412 -41.090 -26.695  0.07
H118 32.997 -39.004 -23.040  0.08
H119 29.008 -37.445 -25.807  0.10
H120 29.883 -34.182 -21.641  0.08
H121 23.925 -32.592 -27.518  0.07
H122 32.254 -41.213 -25.979  0.05
H123 29.815 -42.412 -25.966  0.11
H124 37.584 -32.057 -27.654  0.12
H125 22.190 -42.636 -28.867  0.07
H126 41.092 -31.948 -25.363  0.08
H127 31.629 -45.505 -24.073  0.12
H128 38.537 -40.413 -24.358  0.07
H129 30.826 -36.057 -29.603  0.07
H130 29.309 -35.095 -24.403  0.10
H131 35.646 -36.314 -19.910  0.07
H132 34.216 -36.627 -19.385  0.07
H133 36.065 -33.332 -25.596  0.11
H134 40.183 -35.569 -29.307  0.10
H135 33.904 -38.738 -31.453  0.10
H136 38.455 -38.119 -34.555  0.08
H137 24.042 -40.742 -31.553  0.12
H138 38.062 -33.696 -31.968  0.08
H139 30.771 -38.740 -24.965  0.07
H140 38.369 -33.739 -22.638  0.07
H141 28.896 -39.492 -21.900  0.08
H142 27.706 -35.449 -20.999  0.07
H143 33.361 -39.965 -30.093  0.09

## Properties
HOMO (eV): -7.907
ΔE to the lowest compared entry with this formula, charge and spin (kJ/mol): 620.1
F_max (eV Å⁻¹): 5.04